{
  "formula": "H20NO13",
  "method": "ωB97M-V/def2-TZVPD",
  "elements": ["N", "O", "O", "O", "O", "H", "H", "O", "H", "H", "O", "H", "H", "O", "H", "H", "O", "H", "H", "O", "H", "H", "O", "H", "H", "O", "H", "H", "O", "H", "H", "O", "H", "H"],
  "positions_angstrom": [[0.852342, -0.716100, 0.070231], [1.177998, -0.157228, -0.991529], [0.056683, -1.686403, -0.074468], [0.578949, -0.002592, 1.035616], [1.641695, 0.527194, -3.987288], [1.292633, 0.141578, -3.166325], [1.350683, 1.459419, -4.039242], [3.543007, 1.101548, -1.032414], [2.650754, 0.723249, -0.950020], [3.857637, 0.843959, -1.880933], [3.054044, 0.971559, 1.767427], [3.391358, 0.808711, 0.875151], [2.262080, 0.475998, 1.798775], [-0.273421, 2.252469, -0.935434], [0.149255, 1.401316, -0.831317], [-0.482901, 2.589514, -0.035427], [-0.866655, -1.153691, 3.849656], [-0.593765, -0.768799, 2.995659], [-0.731657, -0.585344, 4.607505], [0.239594, 1.856225, 3.626775], [-0.656515, 1.882467, 3.967738], [0.144251, 2.076163, 2.678650], [-0.519845, -1.462091, -2.898301], [0.075283, -1.594525, -2.157963], [-0.616358, -2.363235, -3.185535], [-2.679740, -2.738153, 0.806401], [-2.658400, -1.767625, 0.949686], [-1.894047, -2.897551, 0.301854], [-2.780112, -0.292555, -1.553857], [-1.908286, -0.564243, -1.950413], [-3.100494, 0.389336, -2.152407], [-2.381826, -0.126730, 1.153142], [-2.700773, -0.259422, 0.249936], [-1.473451, -0.364420, 1.088674]],
  "forces_ev_per_a": [[-7.85, 0.88, -1.49], [3.08, 0.11, -1.22], [2.02, -2.22, 0.19], [2.13, 0.64, 2.51], [0.05, 0.53, -0.09], [-0.10, 0.39, -0.37], [0.11, -0.90, 0.42], [0.03, 0.47, 1.05], [-0.03, 0.09, -0.33], [0.27, -0.36, -1.01], [1.69, 0.67, -0.01], [0.22, 0.29, 0.13], [-1.46, -0.65, 0.25], [-0.73, 1.24, 0.59], [0.35, -0.35, 0.29], [0.32, -0.66, -1.03], [-0.35, -0.87, -0.42], [0.12, 0.27, 1.08], [0.40, 0.51, -0.56], [-0.01, 0.29, -0.63], [-0.21, -0.01, -0.03], [0.21, -0.30, 0.67], [0.01, 0.18, -0.17], [0.34, 0.37, 0.83], [-0.46, -0.54, -0.54], [-0.75, 0.00, 0.19], [-0.16, -0.80, 0.44], [0.70, -0.21, -0.34], [0.78, -0.25, -0.70], [-0.90, 0.02, 0.30], [0.03, 0.07, 0.16], [-1.27, 0.55, 0.43], [-0.08, 0.66, -0.59], [1.52, -0.12, 0.00]],
  "mulliken_charge": [0.674, -0.595, -0.641, -0.522, -0.670, 0.329, 0.317, -0.733, 0.522, 0.288, -0.655, 0.328, 0.376, -0.675, 0.387, 0.284, -0.650, 0.437, 0.266, -0.629, 0.302, 0.302, -0.619, 0.292, 0.273, -0.690, 0.398, 0.328, -0.673, 0.386, 0.289, -0.691, 0.399, 0.266],
  "total_charge": -1,
  "e_tot_ha": -1044.82362,
  "largest_force_ha_per_bohr": 0.1564
}

=====

{
  "formula": "C7H16NO",
  "method": "ωB97M-V/def2-TZVPD",
  "elements": ["C", "C", "C", "C", "C", "C", "C", "N", "O", "H", "H", "H", "H", "H", "H", "H", "H", "H", "H", "H", "H", "H", "H", "H", "H"],
  "positions_angstrom": [[1.662256, -0.407623, -0.453880], [0.960821, 0.317891, 0.200889], [2.512764, -0.987233, -1.397731], [0.474229, 2.322265, 1.449301], [-0.992736, 0.405682, 1.592602], [-0.736033, 1.690031, -0.530927], [-1.058960, -2.683338, -0.482183], [-0.074869, 1.150280, 0.727216], [-1.785887, -1.527558, -0.893942], [-2.551283, -1.854109, -1.425582], [3.149325, -1.830484, -1.136598], [3.319182, -0.369980, -1.774226], [1.892243, -1.550766, -2.101295], [-0.153181, 2.995478, 1.866734], [1.237340, 2.011039, 2.309936], [1.178776, 2.877346, 0.761010], [-1.810256, 1.192064, 1.879064], [-1.385249, -0.349621, 0.788545], [-0.369884, 0.012985, 2.384448], [-1.674244, 1.239317, -0.745545], [-0.865376, 2.735118, -0.415642], [-0.115926, 1.564588, -1.415359], [-1.345633, -2.861351, 0.587013], [0.009928, -2.595727, -0.675525], [-1.477348, -3.496294, -1.098323]],
  "forces_ev_per_a": [[-0.98, 1.95, 1.79], [0.05, -0.51, 0.42], [1.49, -2.62, -1.32], [6.71, -1.25, 0.22], [-2.51, -0.09, -1.97], [-0.02, 0.37, -0.68], [-1.57, -0.84, 0.22], [1.40, 1.04, -1.57], [-0.74, 0.32, -0.94], [0.95, 0.68, 0.71], [-0.16, -0.26, 1.34], [-0.63, 0.80, -0.65], [0.08, 0.85, -0.79], [-2.86, 1.57, 0.92], [-1.90, 0.08, -1.76], [-0.99, -0.62, 0.48], [1.43, -1.86, -0.12], [0.12, 0.80, 2.33], [-0.50, -0.25, 0.37], [-0.69, -0.71, 0.27], [-0.32, 0.98, 0.33], [0.27, -0.24, 0.38], [0.85, -0.16, -0.78], [-0.13, 0.15, 0.27], [0.66, -0.20, 0.53]],
  "mulliken_charge": [0.791, -0.368, -1.478, -0.940, -0.642, -0.745, -0.547, 0.135, -0.531, 0.342, 0.395, 0.346, 0.319, 0.465, 0.314, 0.427, 0.369, 0.193, 0.401, 0.347, 0.378, 0.327, 0.244, 0.056, 0.399],
  "total_charge": 1,
  "e_tot_ha": -405.90171,
  "largest_force_ha_per_bohr": 0.1327
}

=====

{
  "formula": "C3H10N",
  "method": "ωB97M-V/def2-TZVPD",
  "elements": ["N", "H", "H", "H", "H", "C", "C", "C", "H", "H", "H", "H", "H", "H"],
  "positions_angstrom": [[1.117099, 0.591921, -1.460657], [1.228699, 1.598804, -1.431198], [1.836980, 0.140867, -0.904112], [0.167525, 0.376904, -1.033446], [1.142513, 0.294471, -2.423097], [0.295339, -0.805285, 1.326803], [-0.917626, -0.632834, 0.444859], [-1.596121, 0.496095, 0.270100], [0.678002, 0.187119, 1.595462], [0.003145, -1.292339, 2.255774], [1.108435, -1.391328, 0.895358], [-1.219914, -1.541400, -0.073350], [-2.552521, 0.562545, -0.231736], [-1.291553, 1.414460, 0.769239]],
  "forces_ev_per_a": [[-0.82, 0.20, 0.46], [0.22, 0.34, 0.03], [0.18, -0.09, 0.00], [0.34, -0.05, -0.07], [0.12, -0.30, -0.50], [-0.17, 0.93, -0.01], [0.45, -0.80, -0.23], [-0.12, 0.43, 0.39], [0.07, -0.16, 0.15], [0.02, -0.11, 0.01], [-0.15, -0.14, -0.13], [-0.35, 0.07, 0.14], [0.15, -0.22, -0.33], [0.05, -0.09, 0.08]],
  "mulliken_charge": [-0.408, 0.384, 0.377, 0.174, 0.395, -0.995, -0.188, -0.608, 0.343, 0.314, 0.299, 0.325, 0.283, 0.306],
  "total_charge": 1,
  "e_tot_ha": -174.77676,
  "largest_force_ha_per_bohr": 0.0186
}

=====

Number 1: HOMO-LUMO gap 9.59 eV. Number 2: HOMO-LUMO gap 11.44 eV. Number 3: HOMO-LUMO gap 10.48 eV.